Record 1
C5H13NO in the gas phase in a non-equilibrium geometry. Source: OMol25; level of theory: ωB97M-V with the def2-TZVPD basis set.

Values from the calculation:
SMILES string: CCNC[C@@H](C)O
Kohn-Sham gap: 10.1 eV
E_HOMO: -9.096 eV
max |F|: 2.39 eV/A
ΔE to the lowest compared entry with this formula, charge and spin: 35.5 kcal/mol

Geometry as XYZ:
```
20
Properties=species:S:1:pos:R:3:forces:R:3
C 1.17323 0.70382 -1.78594 -0.485 0.826 1.427
N 0.04312 1.02592 -0.85495 0.978 -0.595 -0.662
C -0.69389 -0.21759 -0.55199 0.651 0.913 -0.291
C -1.10806 -0.19077 0.90465 -1.099 1.761 1.192
C -1.88889 -1.39094 1.36912 0.126 -1.124 1.156
O -0.05401 0.00450 1.87353 0.570 -0.962 -0.723
C 2.32465 0.20892 -0.90058 1.208 1.139 -1.078
H 0.86540 -0.00954 -2.54162 0.023 -0.504 -0.146
H 1.46221 1.58986 -2.35301 0.045 0.177 0.307
H -0.56106 1.74317 -1.22821 -0.129 -0.108 -0.120
H 0.00026 -1.04958 -0.69482 -0.101 -0.086 -0.002
H -1.48204 -0.29995 -1.32762 -0.212 -0.486 0.948
H -1.66488 0.77807 1.10598 -0.306 -1.198 -0.775
H -1.51926 -2.36985 1.06982 0.170 0.040 -1.358
H -2.96768 -1.34968 1.18449 0.288 0.071 0.177
H -1.63013 -1.61052 2.42273 -0.837 1.064 0.045
H 0.70056 0.41148 1.43889 -0.006 0.268 -0.235
H 3.27529 0.36534 -1.46240 -0.467 -0.555 0.323
H 2.45462 0.84172 -0.00809 -0.387 -0.185 -0.296
H 2.23699 -0.81976 -0.60335 -0.030 -0.455 0.109
```
Forces are in eV/Å.

Atomic partial charges in e from the Mulliken method, atoms 1 to 8:
1. C -0.469
2. N -0.367
3. C -0.700
4. C 0.553
5. C -1.330
6. O -0.575
7. C -1.046
8. H 0.302

=====

Record 2
2 unconnected molecules or ions with the total composition C5H13NO in a non-equilibrium geometry. Source: OMol25; level of theory: ωB97M-V with the def2-TZVPD basis set.

Values from the calculation:
SMILES string: CCC(N)=O.CC
Kohn-Sham gap: 10.7 eV
E_HOMO: -9.772 eV
max |F|: 1.34 eV/A
ΔE to the lowest compared entry with this formula, charge and spin: 7.2 kcal/mol

Geometry as XYZ:
```
20
Properties=species:S:1:pos:R:3:forces:R:3
C -0.27869 1.66068 -0.72441 0.358 -0.489 -1.045
C -0.05776 1.26061 -2.20097 -0.397 0.543 0.155
C 1.04281 1.72012 0.00008 0.872 -0.141 -0.356
O 1.89323 0.86174 -0.17762 -0.359 -0.113 0.203
N 1.30523 2.75648 0.83243 -0.319 0.616 0.457
H -0.87058 2.56859 -0.67974 -0.112 0.062 0.366
H -0.80576 0.80467 -0.32049 -0.331 0.131 0.611
H 0.74116 0.53689 -2.27201 0.139 -0.134 -0.075
H 2.15001 2.72539 1.38045 0.033 -0.062 -0.234
H 0.75546 3.59893 0.88800 -0.142 -0.321 -0.050
H 0.14888 2.12652 -2.82344 0.354 0.119 -0.023
H -0.97547 0.84534 -2.60587 -0.105 -0.233 0.005
C -0.31139 -2.00593 0.92272 -0.209 0.168 0.943
C -0.99656 -3.35532 1.19302 1.169 -0.301 0.572
H -0.38398 -1.70603 -0.11734 0.160 0.137 -0.024
H -0.73569 -1.22878 1.56663 -0.342 0.064 -0.341
H 0.71833 -1.99480 1.27417 0.257 -0.234 -0.556
H -0.30837 -4.00680 1.75726 -0.192 0.219 -0.056
H -1.15844 -3.90735 0.27475 -0.561 0.031 -0.107
H -1.87242 -3.26096 1.83236 -0.275 -0.064 -0.448
```
Forces are in eV/Å.

Atomic partial charges in e from the Mulliken method, atoms 1 to 8:
1. C -0.113
2. C -1.256
3. C 0.460
4. O -0.606
5. N -0.384
6. H 0.305
7. H 0.135
8. H 0.320

=====

Record 3
2 unconnected molecules or ions with the total composition C5H13NO in a non-equilibrium geometry. Source: OMol25; level of theory: ωB97M-V with the def2-TZVPD basis set.

Values from the calculation:
SMILES string: CCC(N)=O.CC
Kohn-Sham gap: 10.4 eV
E_HOMO: -9.682 eV
max |F|: 4.14 eV/A
ΔE to the lowest compared entry with this formula, charge and spin: 23.8 kcal/mol

Geometry as XYZ:
```
20
Properties=species:S:1:pos:R:3:forces:R:3
C 1.76401 -0.87946 0.19461 0.455 -0.217 0.287
C 3.03471 -1.74737 0.27421 -1.086 -1.474 0.075
C 1.70699 0.10455 1.41035 0.962 -0.406 -2.781
O 2.70750 0.74865 1.63499 -0.291 0.208 0.972
N 0.44699 0.34763 1.77787 -1.861 -0.176 1.118
H 1.75233 -0.12904 -0.63819 0.124 -0.935 0.366
H 0.90958 -1.57177 0.06844 0.076 0.652 0.248
H 3.01742 -2.31156 1.22343 0.127 0.579 0.006
H 3.93277 -1.18174 0.21168 0.685 0.388 -0.067
H 0.13495 1.10371 2.37355 0.605 -0.096 0.087
H -0.19908 -0.43461 1.72313 0.214 0.470 -0.198
H 3.04399 -2.61129 -0.43099 -0.027 1.014 -0.126
C -2.77693 0.58979 -0.67425 -2.483 -3.015 0.198
C -2.74185 1.55114 -1.77993 0.598 4.086 -0.282
H -2.13636 -0.32432 -0.83207 -0.718 0.868 -0.048
H -2.63316 0.87324 0.33726 0.680 1.111 0.754
H -3.87900 0.28582 -0.61966 1.385 -0.459 -0.072
H -3.60396 2.39588 -1.73766 1.983 -2.090 -0.097
H -2.72344 1.09187 -2.74931 -0.526 -0.393 -0.436
H -1.75747 2.09890 -1.76746 -0.901 -0.113 -0.004
```
Forces are in eV/Å.

Atomic partial charges in e from the Mulliken method, atoms 1 to 8:
1. C -0.132
2. C -1.183
3. C 0.330
4. O -0.581
5. N -0.319
6. H 0.197
7. H 0.282
8. H 0.312

=====

Record 4
2 unconnected molecules or ions with the total composition C5H13NO in a non-equilibrium geometry. Source: OMol25; level of theory: ωB97M-V with the def2-TZVPD basis set.

Values from the calculation:
SMILES string: CCC(N)=O.CC
Kohn-Sham gap: 10.6 eV
E_HOMO: -9.849 eV
max |F|: 2.53 eV/A
ΔE to the lowest compared entry with this formula, charge and spin: 21.5 kcal/mol

Geometry as XYZ:
```
20
Properties=species:S:1:pos:R:3:forces:R:3
C -2.71499 1.57064 1.03832 1.527 1.041 -1.651
C -1.48409 1.15977 1.83493 0.321 -2.137 0.302
H -3.64695 1.41093 1.54629 -0.336 0.544 0.321
H -2.46067 2.59411 0.68976 -1.156 -0.098 0.599
H -2.80195 1.09466 0.05285 0.120 -0.547 0.387
H -0.82321 0.46535 1.29218 -0.287 0.327 -0.248
H -1.79103 0.50318 2.67113 0.269 0.712 0.082
H -0.80187 1.94760 2.15111 -0.508 0.208 0.264
C 0.94406 -1.18767 -0.56734 0.963 -0.189 -0.762
C 0.17928 -1.78033 -1.74233 -2.003 0.931 1.245
C 2.01136 -0.22205 -1.05240 1.433 0.632 1.331
O 1.87198 0.59255 -1.93243 -0.617 -0.230 -0.543
N 3.20953 -0.14423 -0.30891 -1.475 -0.654 -0.688
H 0.36881 -0.57641 0.10168 -0.683 0.234 0.178
H 1.39552 -1.95461 0.06017 0.074 -0.154 -0.045
H -0.28854 -0.98320 -2.32173 1.382 0.271 -0.965
H 3.58396 0.77762 -0.42393 0.593 0.093 0.281
H 3.30480 -0.63922 0.56339 0.015 0.237 -0.029
H -0.83450 -2.08917 -1.42849 0.733 -1.253 0.499
H 0.77850 -2.53951 -2.22426 -0.366 0.032 -0.557
```
Forces are in eV/Å.

Atomic partial charges in e from the Mulliken method, atoms 1 to 8:
1. C -0.853
2. C -0.246
3. H 0.294
4. H 0.244
5. H 0.307
6. H -0.288
7. H 0.281
8. H 0.323